*one*
Formula: C5H10NO
Source: OMol25
Level of theory: the ωB97M-V functional and the def2-TZVPD basis

The geometry in ORCA input format:
```
! wB97M-V def2-TZVPD RIJCOSX def2/J DEFGRID3
* xyz -1 1
H 1.51 0.94 0.09
H 2.23 2.78 -1.79
H -0.51 0.16 -1.76
O -0.53 -2.30 1.36
C -0.36 0.76 -0.85
H -1.06 1.59 -0.83
N -0.07 0.24 1.57
H -1.49 -2.03 -0.41
C -0.81 -0.10 0.35
H -0.25 -0.63 2.12
H -0.55 0.94 2.13
C 1.04 1.32 -0.82
C 1.59 1.91 -1.90
H 1.37 1.56 -2.91
H -1.90 0.06 0.46
C -0.62 -1.66 0.18
H 0.33 -1.73 -0.43
*
```

## Properties
Kohn-Sham gap ... 6.523 eV
HOMO level ... -0.095 Ha

---

*two*
Formula: C5H10NO
Source: OMol25
Level of theory: the ωB97M-V functional and the def2-TZVPD basis

The geometry in ORCA input format:
```
! wB97M-V def2-TZVPD RIJCOSX def2/J DEFGRID3
* xyz -1 1
C -0.29 0.35 -0.62
H -1.73 -1.12 -1.46
H 2.83 0.98 2.44
N -0.29 0.96 0.77
H 0.08 3.07 1.21
O 1.16 2.68 -0.29
H 0.77 0.14 -0.84
H -0.63 1.06 -1.37
C -0.42 -2.10 -0.06
H -0.21 -4.16 0.48
C -0.59 -3.48 -0.27
C 0.42 2.22 0.58
H -1.23 -3.80 -1.08
H 0.82 1.17 1.11
C -0.92 -1.02 -0.74
H 0.31 -1.84 0.72
H 2.10 0.96 2.27
*
```

## Properties
Kohn-Sham gap ... 4.985 eV
HOMO level ... -0.040 Ha

---

Name the least stable of them. *two*.

---

*one*
Formula: C5H8ClF
Source: OMol25
Level of theory: the ωB97M-V functional and the def2-TZVPD basis

The geometry in ORCA input format:
```
! wB97M-V def2-TZVPD RIJCOSX def2/J DEFGRID3
* xyz 0 1
H -1.02 -0.44 -2.02
H 0.82 -0.67 2.05
F 2.06 1.36 0.43
Cl 1.96 -1.29 -0.41
C -0.79 -0.96 0.52
H -2.04 0.59 -0.77
C 0.30 0.89 -0.94
H 0.72 0.99 -2.04
H -0.60 -2.04 0.12
H -1.63 -1.06 1.15
C -1.00 0.00 -0.78
H 0.23 1.99 -0.65
C 0.19 -0.22 1.32
H -0.27 0.50 1.85
C 1.07 0.34 0.18
*
```

## Properties
Kohn-Sham gap ... 11.579 eV
HOMO level ... -0.393 Ha

---

*two*
Formula: C5H8ClF
Source: OMol25
Level of theory: the ωB97M-V functional and the def2-TZVPD basis

The geometry in ORCA input format:
```
! wB97M-V def2-TZVPD RIJCOSX def2/J DEFGRID3
* xyz 0 1
C -1.06 -0.13 1.77
C 1.29 -0.75 -1.40
C 0.03 -0.39 -0.63
H -1.38 0.84 2.27
H 2.14 -0.05 -1.09
H -0.67 -1.12 -0.86
Cl -2.06 1.55 -0.67
H 1.79 -1.83 -1.28
H -1.87 -0.64 1.24
H -0.55 -0.75 2.59
F 0.42 2.01 -0.86
H 1.24 -0.67 -2.55
C 0.06 0.22 0.72
C -0.43 1.00 -0.45
H 1.05 0.71 1.19
*
```

## Properties
Kohn-Sham gap ... 10.869 eV
HOMO level ... -0.364 Ha

---

Name the least stable of them. *one*.

---

*one*
Formula: H6IO3
Source: OMol25
Level of theory: the ωB97M-V functional and the def2-TZVPD basis

The geometry in ORCA input format:
```
! wB97M-V def2-TZVPD RIJCOSX def2/J DEFGRID3
* xyz -1 1
H 0.39 -1.91 0.32
O 0.32 -2.48 -0.48
O 2.38 0.61 -1.67
H -0.63 -2.53 -0.64
O -2.48 1.91 1.21
H -2.87 1.22 1.76
H 1.74 0.78 -2.36
H -1.54 1.62 1.13
I 0.84 0.47 1.66
H 1.85 0.31 -0.91
*
```

## Properties
Kohn-Sham gap ... 7.987 eV
HOMO level ... -0.160 Ha

---

*two*
Formula: H6IO3
Source: OMol25
Level of theory: the ωB97M-V functional and the def2-TZVPD basis

The geometry in ORCA input format:
```
! wB97M-V def2-TZVPD RIJCOSX def2/J DEFGRID3
* xyz -1 1
H -32.29 -26.60 -9.35
I -30.29 -25.58 -7.60
O -29.34 -26.38 -10.80
H -32.41 -27.99 -8.77
H -26.34 -26.66 -6.06
O -32.56 -27.49 -9.57
H -27.82 -26.67 -6.39
H -28.64 -27.03 -10.79
H -29.59 -26.28 -9.88
O -27.08 -27.25 -6.22
*
```

## Properties
Kohn-Sham gap ... 7.810 eV
HOMO level ... -0.157 Ha

---

Name the least stable of them. *two*.

---

*one*
Formula: C7H13N
Source: OMol25
Level of theory: the ωB97M-V functional and the def2-TZVPD basis

The geometry in ORCA input format:
```
! wB97M-V def2-TZVPD RIJCOSX def2/J DEFGRID3
* xyz 0 1
C 0.20 2.12 0.22
H -2.99 -1.12 0.30
C 1.52 -1.34 0.06
C 0.62 0.88 -0.59
H 0.26 0.96 -1.62
H -2.10 -0.63 -1.13
H 0.36 2.09 1.29
H 2.95 -0.64 -1.34
C 2.73 -1.37 -0.58
C 0.43 -0.46 0.05
H 1.27 -2.31 0.51
H -3.06 0.97 1.03
H 0.74 3.00 -0.16
H -0.79 -2.04 0.47
N -2.51 0.94 0.18
H 3.47 -2.06 -0.19
H 1.71 0.91 -0.68
H -0.86 2.24 0.03
H -0.88 -0.82 1.65
C -0.88 -0.94 0.56
C -2.21 -0.40 -0.06
*
```

## Properties
Kohn-Sham gap ... 4.308 eV
HOMO level ... -0.235 Ha

---

*two*
Formula: C7H13N
Source: OMol25
Level of theory: the ωB97M-V functional and the def2-TZVPD basis

The geometry in ORCA input format:
```
! wB97M-V def2-TZVPD RIJCOSX def2/J DEFGRID3
* xyz 0 1
H 1.03 -1.33 1.54
H 2.19 -1.49 -1.68
C 0.39 1.86 0.65
H 0.74 -2.11 -0.74
C 1.24 -1.27 -1.21
C 0.76 0.02 -1.10
H -1.60 0.06 1.80
C 1.18 -0.26 1.62
H -1.16 -1.29 0.64
H 2.25 -0.07 1.50
C -2.17 -0.08 -1.36
H 0.89 0.06 2.62
H 1.43 0.79 -1.51
C -1.37 -0.22 0.78
H -1.83 -1.09 -1.61
H 0.95 2.39 1.41
H -2.73 0.45 -2.12
C 0.38 0.50 0.58
N -2.14 0.40 -0.16
H -0.26 0.21 -1.57
H -0.16 2.46 -0.07
*
```

## Properties
Kohn-Sham gap (alpha / beta) ... 7.533 / 7.774 eV
HOMO level (alpha / beta) ... -0.270 / -0.283 Ha

---

*three*
Formula: C7H13N
Source: OMol25
Level of theory: the ωB97M-V functional and the def2-TZVPD basis

The geometry in ORCA input format:
```
! wB97M-V def2-TZVPD RIJCOSX def2/J DEFGRID3
* xyz 0 1
H 0.32 -0.35 -2.07
C 0.04 -0.27 -1.00
H 3.09 -0.67 -0.48
H -1.08 -1.91 -0.03
H -2.81 -0.46 0.85
H -1.71 -1.43 -1.56
H 1.44 -0.52 2.09
C 2.50 0.27 -0.37
H -1.73 2.01 0.68
C -1.23 1.03 0.65
H 1.01 -1.84 1.13
H 3.03 0.86 0.35
C 1.05 -0.03 0.08
C -2.16 -0.03 0.08
H -2.78 0.54 -0.65
H -1.01 0.81 1.67
N 0.83 -0.83 1.27
C -1.26 -1.02 -0.65
C 0.01 1.04 -0.25
H 0.32 1.98 -0.75
H 2.41 0.84 -1.32
*
```

## Properties
Kohn-Sham gap ... 10.153 eV
HOMO level ... -0.333 Ha

---

*four*
Formula: C7H13N
Source: OMol25
Level of theory: the ωB97M-V functional and the def2-TZVPD basis

The geometry in ORCA input format:
```
! wB97M-V def2-TZVPD RIJCOSX def2/J DEFGRID3
* xyz 0 1
H -1.11 1.63 1.28
C -1.14 1.24 -1.50
C 0.06 -0.43 0.10
H 1.98 0.22 -0.64
H -1.22 2.20 -1.01
H 1.73 -1.54 -0.64
C -0.68 0.18 -0.88
C -0.71 -1.50 -2.07
H 2.04 -0.69 0.88
H -0.02 1.22 3.58
C 1.54 -0.62 -0.09
N -0.12 -1.70 -3.16
H -0.44 -1.23 0.64
C -0.03 0.47 2.77
H 0.64 -1.04 -3.35
H -1.53 1.16 -2.51
H 0.67 1.77 1.15
H -1.54 -2.17 -1.80
C -0.16 1.12 1.42
H 0.90 -0.10 2.86
H -0.86 -0.21 2.97
*
```

## Properties
Kohn-Sham gap ... 8.409 eV
HOMO level ... -0.272 Ha

---

Name the least stable of them. *one*.

---

*one*
Formula: C7H13N
Source: OMol25
Level of theory: the ωB97M-V functional and the def2-TZVPD basis

The geometry in ORCA input format:
```
! wB97M-V def2-TZVPD RIJCOSX def2/J DEFGRID3
* xyz 0 1
C -0.30 0.33 1.79
H 0.11 2.15 -0.44
H 1.23 1.19 -1.42
H -0.90 -1.77 -2.10
H 1.68 0.57 2.49
C 1.05 -1.18 0.05
C 0.14 0.04 0.05
H -1.36 0.31 2.05
C 0.81 1.32 -0.42
H 0.12 -0.41 -2.61
H 1.52 -1.31 -0.92
N -2.33 0.14 -0.13
C -1.18 -0.14 -0.48
H -3.07 -0.04 -0.81
H 0.36 0.73 3.75
H -1.62 -0.25 -2.76
C -0.82 -0.68 -2.15
H 0.49 -2.08 0.30
C 0.62 0.56 2.71
H 1.62 1.57 0.26
H 1.83 -1.04 0.79
*
```

## Properties
Kohn-Sham gap ... 9.704 eV
HOMO level ... -0.323 Ha

---

*two*
Formula: C7H13N
Source: OMol25
Level of theory: the ωB97M-V functional and the def2-TZVPD basis

The geometry in ORCA input format:
```
! wB97M-V def2-TZVPD RIJCOSX def2/J DEFGRID3
* xyz 0 1
C -0.21 -1.23 0.42
H 1.26 1.52 3.07
C 0.79 1.86 2.18
H 1.54 -0.65 1.51
H -0.30 -2.99 -3.04
H -0.10 3.83 1.47
C 0.41 3.24 2.28
H -0.07 1.40 0.28
N 0.89 -0.33 0.82
H -1.17 -0.75 0.70
C -0.78 -2.04 -3.33
H 0.01 -1.53 -3.93
H 1.38 3.78 2.54
H 1.05 -1.64 -1.32
H -1.61 -2.28 -4.08
C -0.02 -1.49 -1.11
C 0.45 1.01 1.20
C -1.03 -1.58 -1.91
H -2.00 -1.29 -1.85
H -0.34 3.38 3.22
H -0.17 -2.23 0.89
*
```

## Properties
Kohn-Sham gap ... 9.198 eV
HOMO level ... -0.295 Ha

---

Name the least stable of them. *two*.

---

*one*
Formula: C7H13N
Source: OMol25
Level of theory: the ωB97M-V functional and the def2-TZVPD basis

The geometry in ORCA input format:
```
! wB97M-V def2-TZVPD RIJCOSX def2/J DEFGRID3
* xyz 0 1
H -1.88 -0.97 1.47
N 0.18 0.77 0.95
C 1.11 -0.27 0.67
C -0.40 0.79 -0.39
H 0.49 -2.17 -0.21
C 0.85 1.49 -1.13
H 2.11 -0.37 -1.10
H 1.75 -0.56 1.46
C -1.86 0.41 -0.17
C 1.84 0.43 -0.50
C 0.06 -1.47 0.55
H -2.36 0.42 -1.18
H 1.05 2.47 -0.83
H -2.09 -1.72 -0.07
H 0.03 -2.06 1.42
H -2.34 1.11 0.49
H 0.93 1.49 -2.18
H -0.52 0.43 1.58
H -0.25 -0.11 -1.01
C -1.54 -0.99 0.42
H 2.83 0.89 -0.24
*
```

## Properties
Kohn-Sham gap ... 9.812 eV
HOMO level ... -0.319 Ha

---

*two*
Formula: C7H13N
Source: OMol25
Level of theory: the ωB97M-V functional and the def2-TZVPD basis

The geometry in ORCA input format:
```
! wB97M-V def2-TZVPD RIJCOSX def2/J DEFGRID3
* xyz 0 1
C 2.11 0.48 0.85
C 2.97 -0.29 1.49
C 0.59 -2.18 -0.76
H -3.42 1.42 -1.49
C -2.13 1.45 0.23
H 4.01 -0.05 1.59
H -1.11 1.28 0.56
H 0.27 -0.55 1.51
N -2.94 1.82 1.11
H 0.25 -2.67 0.15
C -2.38 1.21 -1.22
C 0.81 -0.73 -0.54
H -2.15 0.18 -1.46
H 2.64 -1.19 1.99
H 2.41 1.36 0.29
C 0.79 -0.13 0.66
H -1.72 1.85 -1.82
H -3.89 1.98 0.79
H 1.38 -0.24 -1.33
H -0.08 -2.43 -1.58
H 1.58 -2.58 -1.02
*
```

## Properties
Kohn-Sham gap ... 9.309 eV
HOMO level ... -0.309 Ha

---

Name the least stable of them. *one*.

---

*one*
Formula: C9H13NO
Source: OMol25
Level of theory: the ωB97M-V functional and the def2-TZVPD basis

The geometry in ORCA input format:
```
! wB97M-V def2-TZVPD RIJCOSX def2/J DEFGRID3
* xyz 0 1
C 2.63 -1.02 1.76
H 3.47 -0.81 2.40
C -0.79 -2.03 -0.84
H -1.54 -2.69 -0.37
N -2.88 2.44 -1.24
H 0.20 2.11 -0.30
C -0.77 2.52 -0.15
H 0.00 0.41 0.09
C 0.33 -1.62 0.11
H -3.47 2.35 -2.05
H 1.02 -3.64 0.24
C 1.80 -0.02 1.20
H -0.63 3.57 0.18
H 2.95 -3.12 1.68
H 2.10 1.02 1.45
H -3.19 1.82 -0.50
O -1.16 2.65 -2.60
H -0.32 -2.28 -1.80
H -1.20 1.97 0.69
C 2.25 -2.29 1.42
H -1.18 -1.01 -0.99
C -1.51 2.62 -1.44
C 0.65 -0.33 0.50
C 1.23 -2.62 0.55
*
```

## Properties
Kohn-Sham gap ... 9.938 eV
HOMO level ... -0.337 Ha

---

*two*
Formula: C9H13NO
Source: OMol25
Level of theory: the ωB97M-V functional and the def2-TZVPD basis

The geometry in ORCA input format:
```
! wB97M-V def2-TZVPD RIJCOSX def2/J DEFGRID3
* xyz 0 1
C -0.46 2.15 -1.91
H 1.21 3.28 -2.65
H 2.02 -1.75 -2.63
H -0.38 -2.94 2.96
C -1.27 -1.16 2.61
H -0.53 0.52 3.77
H -0.29 -1.03 -0.74
H -2.28 0.27 3.73
C 2.25 -1.16 -1.74
C -0.86 0.95 -1.32
C 0.02 -0.11 -1.23
C 1.76 1.26 -2.15
C -1.37 0.24 3.15
C 1.33 0.04 -1.70
H -1.19 2.94 -2.03
C 0.85 2.32 -2.27
H -1.89 0.89 -1.04
H 2.12 -1.87 -0.93
O -2.07 -1.58 1.80
N -0.26 -1.95 3.08
H 2.77 1.49 -2.46
H 0.30 -1.58 3.84
H -1.42 0.97 2.34
H 3.29 -0.88 -1.83
*
```

## Properties
Kohn-Sham gap ... 9.715 eV
HOMO level ... -0.327 Ha

---

*three*
Formula: C9H13NO
Source: OMol25
Level of theory: the ωB97M-V functional and the def2-TZVPD basis

The geometry in ORCA input format:
```
! wB97M-V def2-TZVPD RIJCOSX def2/J DEFGRID3
* xyz 0 1
C -2.13 -0.75 -0.75
H -3.81 0.36 -0.05
C -2.85 -1.30 -1.96
H 3.55 1.83 1.50
H -2.66 -0.71 -2.86
C -2.25 0.33 1.41
H 1.76 0.08 -1.81
N 3.31 1.87 0.52
H -3.93 -1.14 -1.87
H -0.36 -1.90 -1.11
C -0.22 -0.67 0.67
C 2.84 0.70 -0.03
H -2.60 -2.34 -2.10
H -2.74 1.00 2.11
H 0.87 0.91 -0.52
O 3.19 -0.38 0.38
C -0.81 -1.12 -0.50
H 1.90 1.86 -1.62
C 1.79 0.90 -1.10
H -0.41 0.35 2.54
C -0.90 0.05 1.63
H 2.86 2.74 0.28
C -2.83 -0.03 0.20
H 0.83 -0.91 0.84
*
```

## Properties
Kohn-Sham gap ... 9.898 eV
HOMO level ... -0.334 Ha

---

Name the least stable of them. *one*.

---

*one*
Formula: C9H13NO
Source: OMol25
Level of theory: the ωB97M-V functional and the def2-TZVPD basis

The geometry in ORCA input format:
```
! wB97M-V def2-TZVPD RIJCOSX def2/J DEFGRID3
* xyz 0 1
C 2.50 1.11 -0.81
C -2.02 -0.26 -0.47
H -3.02 0.26 1.16
C 0.87 -0.66 -0.50
N -2.47 0.68 0.35
C 1.77 -1.31 0.39
C 3.39 0.44 0.00
H -0.16 -1.01 -0.73
H -1.19 1.81 1.77
C 3.03 -0.77 0.68
C -1.81 1.84 0.75
C -2.44 -1.65 -0.14
H -1.72 -2.31 0.09
H 0.40 1.27 -1.48
H 3.77 -1.31 1.37
H -3.30 -1.68 0.50
C 1.21 0.60 -1.02
H 2.83 2.01 -1.24
O -1.15 -0.15 -1.38
H -2.67 -2.16 -1.14
H -2.47 2.70 0.89
H 1.57 -2.25 0.92
H 4.32 0.83 0.32
H -1.22 1.98 -0.27
*
```

## Properties
Kohn-Sham gap ... 9.124 eV
HOMO level ... -0.313 Ha

---

*two*
Formula: C9H13NO
Source: OMol25
Level of theory: the ωB97M-V functional and the def2-TZVPD basis

The geometry in ORCA input format:
```
! wB97M-V def2-TZVPD RIJCOSX def2/J DEFGRID3
* xyz 0 1
O -2.99 1.57 1.62
H -2.13 -0.36 -0.71
C 0.95 -0.87 0.74
H 3.02 -3.48 0.19
H 2.62 0.75 -2.29
H 1.82 -3.26 1.45
H 1.34 -3.59 -0.23
H -2.31 -0.70 0.99
C -2.61 2.15 -0.70
H 3.44 -1.47 -1.41
H 0.97 1.98 -1.07
N -2.30 -0.04 0.23
C 2.04 -3.06 0.41
C 1.89 -1.61 0.03
H 0.39 -1.26 1.59
C 1.29 1.03 -0.67
C 0.69 0.46 0.44
H -2.78 3.18 -0.38
C 2.18 0.27 -1.42
C -2.67 1.24 0.50
C 2.52 -1.02 -1.06
H -3.39 1.87 -1.41
H -0.04 1.01 1.01
H -1.64 2.08 -1.19
*
```

## Properties
Kohn-Sham gap ... 9.928 eV
HOMO level ... -0.337 Ha

---

*three*
Formula: C9H13NO
Source: OMol25
Level of theory: the ωB97M-V functional and the def2-TZVPD basis

The geometry in ORCA input format:
```
! wB97M-V def2-TZVPD RIJCOSX def2/J DEFGRID3
* xyz 0 1
H -3.26 -2.52 1.76
C 1.12 2.64 -0.89
H 2.64 3.16 0.53
N -0.20 2.85 -1.16
C -1.50 -1.68 0.86
C 1.08 -1.69 -0.34
C -1.26 -0.95 -0.26
H -0.54 2.98 -2.09
H -0.81 -3.35 2.01
H 2.09 -1.56 -0.67
H -1.91 -0.13 -0.54
H -0.82 3.19 -0.44
H 1.42 2.03 1.11
H 0.95 3.66 0.98
C 1.58 2.92 0.50
O 1.88 2.21 -1.75
H -2.44 -1.19 2.66
H -3.52 -0.86 1.33
C -0.53 -2.66 1.22
C 0.73 -2.60 0.70
H 0.22 -0.28 -1.66
H 1.35 -3.35 1.17
C -2.75 -1.56 1.67
C 0.05 -0.92 -0.81
*
```

## Properties
Kohn-Sham gap ... 9.664 eV
HOMO level ... -0.328 Ha

---

Name the least stable of them. *one*.

---

*one*
Formula: C5H11N2O
Source: OMol25
Level of theory: the ωB97M-V functional and the def2-TZVPD basis

The geometry in ORCA input format:
```
! wB97M-V def2-TZVPD RIJCOSX def2/J DEFGRID3
* xyz 1 1
C 0.72 0.51 0.26
H 2.77 1.33 0.98
C -1.53 -0.11 0.01
N -0.24 0.25 -0.65
H 0.65 0.26 2.31
C 0.08 -0.38 -1.93
C 2.12 0.79 0.14
H 0.81 0.28 -2.46
H -2.17 0.85 0.07
H -2.05 -0.12 2.02
C -1.10 -0.23 1.45
H -0.61 -1.23 1.50
H 2.59 0.78 -0.86
O 0.47 -1.73 -1.82
H -0.94 -0.36 -2.59
N 0.07 0.72 1.63
H -0.38 1.59 1.88
H -1.89 -0.93 -0.64
H 0.96 -1.86 -1.05
*
```

## Properties
Kohn-Sham gap ... 9.251 eV
HOMO level ... -0.469 Ha

---

*two*
Formula: C5H11N2O
Source: OMol25
Level of theory: the ωB97M-V functional and the def2-TZVPD basis

The geometry in ORCA input format:
```
! wB97M-V def2-TZVPD RIJCOSX def2/J DEFGRID3
* xyz 1 1
H 0.68 2.35 -1.49
H -0.25 -0.46 -1.56
H -2.78 0.53 -0.39
H -0.64 1.63 -2.22
H -3.16 0.15 1.28
C 1.36 -1.23 0.56
H 2.13 0.65 0.04
C -2.43 0.68 0.60
C 1.52 -0.09 -0.41
H -2.08 1.63 0.70
C -1.06 0.07 0.69
N 0.64 -1.03 1.80
H 0.67 -1.87 2.44
N 0.34 1.45 -1.97
O -0.66 -0.66 1.62
H 2.04 -0.46 -1.36
H 2.34 -1.60 0.81
H 1.01 -2.14 -0.04
C 0.32 0.39 -1.07
*
```

## Properties
Kohn-Sham gap ... 9.662 eV
HOMO level ... -0.490 Ha

---

Name the least stable of them. *two*.